(1)
{"formula": "C4H3N2O3S", "method": "ωB97M-V/def2-TZVPD", "elements": ["S", "O", "O", "O", "N", "N", "C", "C", "C", "C", "H", "H", "H"], "positions_angstrom": [[-0.260, 0.532, -2.435], [2.321, -1.547, -1.811], [1.115, -0.494, 0.719], [0.498, -2.524, -0.875], [-1.450, 2.994, -0.115], [-0.030, 0.078, 0.338], [1.438, -2.102, -1.351], [-0.939, 0.799, 1.212], [-0.200, 0.145, -0.952], [-1.259, 2.066, 0.519], [-0.380, 0.996, 2.097], [0.977, -1.285, 1.293], [-1.829, 0.342, 1.362]], "lowdin_charge": [1.153, 0.244, 0.093, 0.218, 0.219, -0.167, -0.500, -0.022, -0.510, -0.173, 0.153, 0.180, 0.113], "total_charge": 1, "lumo_ev": -6.663, "e_homo_ev": -15.754, "e_above_lowest_kj_mol": 0.0}

---

(2)
{"formula": "C4H3N2O5S", "method": "ωB97M-V/def2-TZVPD", "elements": ["S", "O", "O", "O", "O", "O", "N", "N", "C", "C", "C", "C", "H", "H", "H"], "positions_angstrom": [[-0.952, 1.087, -0.274], [-0.270, -1.782, -0.580], [2.736, 1.929, 0.561], [-0.966, 1.402, -1.683], [-1.088, 2.216, 0.618], [2.380, -2.589, 0.067], [0.415, 0.302, 0.118], [2.872, -0.392, 0.329], [-2.375, 0.003, 0.082], [2.571, 0.790, 0.415], [2.014, -1.445, 0.081], [0.556, -0.969, -0.181], [-2.639, -0.523, -0.825], [-2.087, -0.689, 0.855], [-3.168, 0.660, 0.417]], "lowdin_charge": [0.569, 0.020, 0.173, -0.342, -0.362, 0.098, -0.088, 0.185, -0.139, -0.348, -0.386, -0.527, 0.051, 0.050, 0.048], "total_charge": -1, "smiles": "C[S@@](=O)([O-])=NC(=O)C(=O)N=C=O", "lumo_ev": 3.474, "e_homo_ev": -5.944, "e_above_lowest_kj_mol": 0.0}

---

(3)
{"formula": "C4H3N3", "method": "ωB97M-V/def2-TZVPD", "elements": ["N", "N", "N", "C", "C", "C", "C", "H", "H", "H"], "positions_angstrom": [[3.244, -0.166, 0.350], [-0.176, -1.398, 0.138], [0.160, 0.769, -0.226], [-1.186, 0.605, -0.135], [-1.374, -0.739, 0.077], [2.140, -0.451, 0.149], [0.724, -0.457, -0.038], [-2.315, -1.252, 0.213], [0.677, 1.628, -0.337], [-1.858, 1.446, -0.189]], "lowdin_charge": [0.154, 0.113, 0.093, -0.086, -0.138, -0.134, -0.379, 0.101, 0.164, 0.112], "total_charge": 0, "smiles": "N#Cc1ncc[nH]1", "lumo_ev": 0.638, "e_homo_ev": -9.517, "e_above_lowest_kj_mol": 11.6}

---

(4)
{"formula": "C4H3N3", "method": "ωB97M-V/def2-TZVPD", "elements": ["N", "N", "N", "C", "C", "C", "C", "H", "H", "H"], "positions_angstrom": [[2.412, -1.934, -0.422], [-1.131, -0.546, -0.798], [-1.487, 2.440, 1.191], [1.727, -1.093, -0.012], [0.895, 0.247, 0.452], [-0.868, 1.576, 0.727], [-0.331, 0.083, 0.059], [1.444, 0.764, 1.221], [-1.031, -1.548, -0.931], [-1.629, 0.011, -1.487]], "lowdin_charge": [0.098, 0.133, 0.106, -0.178, -0.046, -0.142, -0.333, 0.106, 0.125, 0.130], "total_charge": 0, "smiles": "N#C/C=C(\\N)C#N", "lumo_ev": 0.208, "e_homo_ev": -10.403, "e_above_lowest_kj_mol": 305.8}

---

(5)
{"formula": "C4H3N3", "method": "ωB97M-V/def2-TZVPD", "elements": ["N", "N", "N", "C", "C", "C", "C", "H", "H", "H"], "positions_angstrom": [[1.688, -1.429, 0.106], [-1.473, -0.036, -1.681], [-0.108, 1.305, 3.215], [0.475, 0.357, 2.910], [-1.487, 0.297, -0.590], [1.212, -0.755, 2.475], [1.429, -1.162, 1.244], [1.425, -1.434, 3.306], [-1.225, 0.704, 0.280], [2.502, -1.522, -0.477]], "lowdin_charge": [0.221, 0.067, 0.133, -0.280, -0.070, -0.126, -0.156, 0.116, -0.007, 0.102], "total_charge": 0, "smiles": "N#CC=C=N.C#N", "lumo_ev": 0.263, "e_homo_ev": -9.617, "e_above_lowest_kj_mol": 253.0}

---

(6)
{"formula": "C4H3N3", "method": "ωB97M-V/def2-TZVPD", "elements": ["N", "N", "N", "C", "C", "C", "C", "H", "H", "H"], "positions_angstrom": [[-3.256, -0.643, -0.055], [-0.084, 1.201, 0.012], [1.237, 1.061, 0.008], [0.770, -1.253, 0.003], [1.608, -0.245, -0.066], [-2.216, -0.132, 0.062], [-0.925, 0.213, -0.025], [0.404, -2.123, 0.419], [-0.269, 2.145, -0.087], [2.731, -0.225, -0.272]], "lowdin_charge": [0.154, -0.030, -0.011, 0.187, -0.287, -0.251, -0.062, 0.028, 0.137, 0.135], "total_charge": 0, "lumo_ev": [-0.597, -0.597], "e_homo_ev": [-8.651, -8.652], "e_above_lowest_kj_mol": 547.2}

---

(7)
{"formula": "C4H3N3O", "method": "ωB97M-V/def2-TZVPD", "elements": ["O", "N", "N", "N", "C", "C", "C", "C", "H", "H", "H"], "positions_angstrom": [[-1.297, 1.965, -0.242], [0.383, -0.210, 1.849], [1.538, -0.967, -0.017], [1.577, -0.571, 1.200], [-0.588, 1.015, -0.057], [0.524, -1.029, -0.825], [-0.482, 0.486, 1.263], [-0.192, 0.054, -1.166], [-1.491, 0.914, 1.779], [0.792, -1.794, -1.698], [-0.764, 0.136, -2.085]], "lowdin_charge": [0.098, 0.064, 0.022, 0.039, -0.425, -0.195, -0.112, 0.045, 0.184, 0.162, 0.117], "total_charge": 0, "smiles": "O=c1ccnnnc1", "lumo_ev": -1.195, "e_homo_ev": -10.073, "e_above_lowest_kj_mol": 414.7}

---

(8)
{"formula": "C4H3N3OS", "method": "ωB97M-V/def2-TZVPD", "elements": ["S", "O", "N", "N", "N", "C", "C", "C", "C", "H", "H", "H"], "positions_angstrom": [[-2.635, -0.578, 0.215], [0.822, 3.339, 0.633], [-1.913, -2.080, 0.162], [-0.630, -1.990, -0.005], [-0.973, 1.837, 0.376], [1.301, -0.646, -0.367], [0.021, 2.506, 0.507], [-0.099, -0.814, -0.104], [-1.073, 0.183, 0.100], [1.753, -1.644, -0.753], [1.883, -0.150, 0.449], [1.544, 0.038, -1.213]], "lowdin_charge": [1.017, 0.174, -0.333, -0.054, 0.150, -0.058, -0.385, -0.472, -0.347, 0.121, 0.097, 0.091], "total_charge": 0, "smiles": "Cc1nnsc1N=C=O", "lumo_ev": -0.306, "e_homo_ev": -9.977, "e_above_lowest_kj_mol": 209.1}

---

(9)
{"formula": "C4H3N5O3Pt", "method": "ωB97M-V/def2-TZVPD", "elements": ["Pt", "O", "O", "O", "N", "N", "N", "N", "N", "C", "C", "C", "C", "H", "H", "H"], "positions_angstrom": [[-1.475, -0.271, -1.187], [-0.495, -2.102, -3.370], [-3.524, 1.923, -1.035], [-3.318, -3.132, 1.293], [2.122, 0.524, 0.760], [3.416, 1.011, 0.320], [1.331, -0.022, -0.214], [0.089, 0.208, 0.202], [1.398, 1.270, 1.643], [-2.796, 0.989, -1.083], [0.137, 0.964, 1.327], [-2.846, -2.376, 0.598], [-0.956, -1.453, -2.492], [-0.701, 1.311, 1.904], [3.789, 0.143, 0.067], [3.831, 1.012, 1.266]], "mulliken_spin": [1.157, 0.122, 0.149, 0.000, 0.032, 0.020, -0.008, 0.152, 0.015, 0.159, 0.007, 0.025, 0.168, 0.001, 0.000, 0.000], "spin_multiplicity": 3, "s_squared": 2.009, "total_charge": 2, "lumo_ev": [-10.175, -13.945], "e_homo_ev": [-18.787, -18.655]}

---

(10)
{"formula": "C4H3NO", "method": "ωB97M-V/def2-TZVPD", "elements": ["O", "N", "C", "C", "C", "C", "H", "H", "H"], "positions_angstrom": [[-3.008, -0.109, -0.312], [-2.175, 0.015, 0.870], [0.267, -0.159, 0.022], [1.670, 0.128, 0.001], [-1.949, -0.422, -1.011], [-1.019, -0.065, 0.108], [1.801, 1.175, -0.099], [2.144, -0.082, 0.995], [2.270, -0.481, -0.574]], "lowdin_charge": [-0.054, 0.102, 0.097, -0.071, 0.054, -0.379, 0.080, 0.117, 0.055], "total_charge": 0, "lumo_ev": [-1.436, -0.822], "e_homo_ev": [-8.420, -8.812], "e_above_lowest_kj_mol": 777.3}

---

(11)
{"formula": "C4H3NO", "method": "ωB97M-V/def2-TZVPD", "elements": ["O", "N", "C", "C", "C", "C", "H", "H", "H"], "positions_angstrom": [[-0.971, -1.752, 0.896], [1.073, 2.099, -3.080], [0.798, 1.589, -2.089], [-0.358, -0.498, 1.169], [0.091, 0.315, 0.086], [0.393, 1.038, -0.835], [-0.407, -2.121, 0.139], [0.469, -0.734, 1.887], [-1.088, 0.064, 1.827]], "lowdin_charge": [-0.072, 0.151, -0.222, -0.292, 0.005, 0.016, 0.130, 0.135, 0.149], "total_charge": 0, "smiles": "N#CC#CCO", "lumo_ev": 0.067, "e_homo_ev": -10.676, "e_above_lowest_kj_mol": 152.2}

---

(12)
{"formula": "C4H3NO", "method": "ωB97M-V/def2-TZVPD", "elements": ["O", "N", "C", "C", "C", "C", "H", "H", "H"], "positions_angstrom": [[-1.908, 0.928, -0.515], [-1.082, -0.299, 1.474], [-0.170, -0.740, 0.143], [1.173, -0.261, -0.076], [-1.256, 0.137, 0.316], [2.320, -0.010, -0.350], [-2.050, 1.796, -0.129], [3.358, 0.150, -0.549], [-0.385, -1.700, -0.315]], "lowdin_charge": [0.140, 0.260, -0.177, -0.104, -0.518, 0.117, 0.127, 0.028, 0.127], "total_charge": 0, "smiles": "C#C[C@H]1N=C1O", "lumo_ev": 0.456, "e_homo_ev": -9.551, "e_above_lowest_kj_mol": 281.4}

---

(13)
{"formula": "C4H3NO", "method": "ωB97M-V/def2-TZVPD", "elements": ["O", "N", "C", "C", "C", "C", "H", "H", "H"], "positions_angstrom": [[1.182, 1.209, -0.306], [-0.472, 0.796, 2.189], [0.292, 0.051, 1.689], [0.031, 0.617, 0.129], [-0.732, -1.568, -1.172], [-0.397, -0.573, -0.592], [-1.026, -2.454, -1.686], [1.864, 0.525, -0.325], [-0.742, 1.396, 0.074]], "lowdin_charge": [0.016, 0.163, -0.104, -0.424, 0.149, -0.096, 0.038, 0.116, 0.141], "total_charge": 0, "smiles": "C#C[C@H](O)C#N", "lumo_ev": -0.334, "e_homo_ev": -10.844, "e_above_lowest_kj_mol": 335.8}

---

(14)
{"formula": "C4H3NO", "method": "ωB97M-V/def2-TZVPD", "elements": ["O", "N", "C", "C", "C", "C", "H", "H", "H"], "positions_angstrom": [[0.505, -1.236, 0.066], [-1.020, 2.171, -0.191], [-0.969, 0.310, 1.251], [-0.204, -0.112, 0.130], [-1.193, 1.545, 0.876], [-0.237, 0.783, -0.902], [0.878, -1.205, -0.922], [0.209, 1.060, -1.813], [-1.442, -0.249, 1.993]], "lowdin_charge": [0.053, 0.107, -0.045, -0.452, -0.099, 0.084, 0.187, 0.074, 0.092], "total_charge": 0, "smiles": "OC1=CN=C=C1", "lumo_ev": [-1.361, -1.362], "e_homo_ev": [-8.744, -8.744], "e_above_lowest_kj_mol": 424.0}

---

(15)
{"formula": "C4H3NO", "method": "ωB97M-V/def2-TZVPD", "elements": ["O", "N", "C", "C", "C", "C", "H", "H", "H"], "positions_angstrom": [[2.261, -0.257, -0.141], [-1.272, -0.899, -0.167], [0.231, 0.932, 0.117], [-1.100, 0.634, -0.043], [-0.098, -1.293, 0.078], [1.094, -0.075, -0.015], [0.318, -2.277, 0.354], [-2.116, 1.256, -0.178], [0.682, 1.981, -0.005]], "lowdin_charge": [0.135, 0.045, -0.118, 0.009, -0.071, -0.417, 0.112, 0.157, 0.149], "total_charge": 0, "smiles": "O=C1C=CN=C1", "lumo_ev": -1.261, "e_homo_ev": -9.375, "e_above_lowest_kj_mol": 193.6}

---

(16)
{"formula": "C4H3NO2", "method": "ωB97M-V/def2-TZVPD", "elements": ["O", "O", "N", "C", "C", "C", "C", "H", "H", "H"], "positions_angstrom": [[1.303, 0.255, 0.967], [-0.490, -3.171, -0.330], [-0.274, 1.522, -1.578], [-0.574, -0.869, -1.186], [-0.335, 0.373, -1.396], [0.591, 0.515, 1.904], [-0.476, -2.005, -0.690], [-0.215, 1.215, 1.799], [-0.122, 2.156, -2.365], [0.591, 0.009, 2.875]], "lowdin_charge": [-0.009, 0.091, 0.217, -0.024, -0.219, -0.120, -0.204, 0.068, 0.119, 0.081], "total_charge": 0, "smiles": "N=C=C=C=O.C=O", "lumo_ev": 0.351, "e_homo_ev": -9.353, "e_above_lowest_kj_mol": 335.8}

---

(17)
{"formula": "C4H3NO2", "method": "ωB97M-V/def2-TZVPD", "elements": ["O", "O", "N", "C", "C", "C", "C", "H", "H", "H"], "positions_angstrom": [[-0.587, 0.863, 0.981], [-0.943, -1.035, -1.649], [2.585, 0.445, -0.911], [0.127, 0.854, -0.251], [-0.676, -0.602, 0.939], [-0.714, -0.405, -0.570], [1.559, 0.528, -0.204], [0.233, -1.238, 1.246], [-1.787, -1.168, 1.427], [0.204, 1.758, -1.008]], "lowdin_charge": [-0.066, 0.085, 0.164, -0.285, -0.090, -0.265, -0.111, 0.147, 0.216, 0.205], "total_charge": 0, "lumo_ev": -0.737, "e_homo_ev": -10.737, "e_above_lowest_kj_mol": 481.9}

---

(18)
{"formula": "C4H3NO2", "method": "ωB97M-V/def2-TZVPD", "elements": ["O", "O", "N", "C", "C", "C", "C", "H", "H", "H"], "positions_angstrom": [[0.854, -2.646, -0.529], [-0.936, 1.059, 1.328], [-0.248, 0.914, -0.847], [0.474, -0.122, -0.153], [-0.090, -0.061, 1.063], [0.925, -1.405, -0.971], [-0.978, 1.552, 0.098], [0.304, -0.714, 2.006], [-1.583, 2.439, -0.141], [1.276, -1.016, -1.854]], "lowdin_charge": [-0.020, 0.049, 0.096, -0.202, -0.059, -0.059, -0.204, 0.185, 0.139, 0.076], "total_charge": 0, "smiles": "O=Cc1cocn1", "lumo_ev": -0.424, "e_homo_ev": -10.033, "e_above_lowest_kj_mol": 307.1}

---

(19)
{"formula": "C4H3NO2", "method": "ωB97M-V/def2-TZVPD", "elements": ["O", "O", "N", "C", "C", "C", "C", "H", "H", "H"], "positions_angstrom": [[0.061, -1.059, 1.095], [-0.057, 2.097, -1.163], [-0.582, 1.262, 0.735], [0.079, 1.163, -0.470], [0.442, -0.108, -0.958], [-0.398, 0.166, 1.472], [0.378, -1.251, -0.298], [0.349, -2.408, -0.786], [0.684, -0.127, -2.056], [-0.955, 0.266, 2.429]], "lowdin_charge": [-0.021, 0.121, 0.168, -0.583, -0.030, -0.125, -0.028, 0.205, 0.147, 0.146], "total_charge": 0, "smiles": "O=c1ccocn1", "lumo_ev": 0.247, "e_homo_ev": -10.049, "e_above_lowest_kj_mol": 246.6}

---

(20)
{"formula": "C4H3NO2S", "method": "ωB97M-V/def2-TZVPD", "elements": ["S", "O", "O", "N", "C", "C", "C", "C", "H", "H", "H"], "positions_angstrom": [[0.677, 1.520, -2.025], [1.015, -2.410, 0.809], [1.832, -0.667, 1.867], [1.571, -0.388, -0.340], [1.415, -1.230, 0.866], [-0.548, 0.749, 0.151], [0.720, 0.491, -0.637], [-1.680, 0.414, -0.467], [-1.921, 0.083, -1.433], [-2.637, 0.627, 0.027], [-0.442, 0.810, 1.183]], "lowdin_charge": [0.197, -0.124, -0.100, 0.072, -0.865, -0.225, -0.968, -0.086, 0.013, 0.020, 0.067], "total_charge": -2, "smiles": "C=CC(=S)N=C([O-])[O-]", "lumo_ev": 6.082, "e_homo_ev": 0.576, "e_above_lowest_kj_mol": 0.0}